one) Entry from OMol25: 2 unconnected molecules or ions with the total composition C9H13NO2 (ωB97M-V/def2-TZVPD).

Its multiplicity is 1. The HOMO-LUMO gap is 0.320 hartree. The SMILES is Cc1ccc(O)cc1.CC(N)=O. The value obtained for the HOMO energy is -8.274 eV.

CARTESIAN COORDINATES (ANGSTROEM)
C: -3.18 2.28 1.47
C: -2.20 1.14 1.24
C: -1.56 0.92 -0.04
C: -0.90 -0.22 -0.42
C: -0.95 -1.32 0.58
O: -0.54 -2.59 0.34
C: -1.28 -1.00 1.88
C: -1.96 0.17 2.19
H: -2.78 3.01 2.05
H: -4.17 1.85 1.96
H: -3.33 2.91 0.79
H: -1.67 1.75 -0.77
H: -0.45 -0.43 -1.39
H: -0.23 -2.76 -0.57
H: -0.99 -1.53 2.76
H: -2.19 0.33 3.26
C: 2.55 -0.70 -2.67
C: 3.47 -0.02 -1.61
N: 3.57 -0.52 -0.39
O: 4.12 0.95 -2.03
H: 1.51 -0.47 -2.45
H: 2.71 -1.72 -2.53
H: 2.99 -0.43 -3.62
H: 4.27 -0.18 0.26
H: 3.18 -1.39 -0.29

These are the Löwdin partial charges, in e, on atoms 1 to 4: C -0.036; C -0.250; C -0.054; C -0.006


two) Entry from OMol25: 3 unconnected molecules or ions with the total composition C9H13NO2 (ωB97M-V/def2-TZVPD).

Its multiplicity is 1. The HOMO-LUMO gap is 0.287 hartree. The value obtained for the HOMO energy is -8.340 eV.

CARTESIAN COORDINATES (ANGSTROEM)
C: -1.39 -1.88 -3.43
C: -0.64 -0.31 -1.95
C: -1.65 0.30 -1.19
C: -1.28 0.75 0.05
C: -0.28 0.22 0.92
C: -0.21 0.88 2.19
C: 1.12 1.78 2.31
C: 0.76 -0.66 0.11
C: 0.56 -0.79 -1.34
H: -0.27 -2.24 -3.96
H: -1.79 -2.00 -1.96
H: -2.29 -1.88 -4.37
H: -2.51 0.64 -1.51
H: -2.18 1.30 0.41
H: -1.31 1.52 2.26
H: -0.12 0.02 2.97
H: 1.01 2.57 1.44
H: 1.06 2.41 3.13
H: 3.09 1.32 3.30
H: 1.67 0.19 3.50
H: 1.75 -0.81 0.67
H: 1.85 -2.34 -0.96
N: 2.23 0.90 2.75
O: -0.83 -0.51 -3.34
O: 1.62 -1.39 -2.01

These are the Löwdin partial charges, in e, on atoms 1 to 4: C -0.087; C -0.300; C -0.029; C -0.088


According to the calculations, the structures order from most to least stable as one), two).


one) Entry from OMol25: 2 unconnected molecules or ions with the total composition C9H13NO2 (ωB97M-V/def2-TZVPD).

Its multiplicity is 1. The HOMO-LUMO gap is 0.320 hartree. The SMILES is Cc1ccc(O)cc1.CC(N)=O. The value obtained for the HOMO energy is -7.954 eV.

CARTESIAN COORDINATES (ANGSTROEM)
C: 1.58 -3.99 1.19
C: 1.32 -2.67 0.48
C: 1.02 -1.55 1.22
C: 0.55 -0.36 0.52
C: 0.63 -0.32 -0.88
O: 0.70 0.81 -1.61
C: 0.85 -1.57 -1.62
C: 1.15 -2.77 -0.97
H: 0.80 -4.04 2.03
H: 2.57 -3.96 1.62
H: 1.41 -4.88 0.56
H: 1.05 -1.35 2.31
H: 0.10 0.38 1.09
H: 1.02 1.59 -1.08
H: 0.70 -1.58 -2.70
H: 1.33 -3.68 -1.40
C: -2.65 3.88 -0.63
C: -1.32 3.16 -0.43
N: -1.02 2.77 0.96
O: -0.53 3.07 -1.34
H: -2.44 4.91 -0.58
H: -3.42 3.69 0.09
H: -3.14 3.54 -1.56
H: -0.44 1.99 1.31
H: -1.84 2.95 1.41

These are the Löwdin partial charges, in e, on atoms 1 to 4: C -0.075; C -0.288; C -0.042; C -0.021


two) Entry from OMol25: 5 unconnected molecules or ions with the total composition C9H13NO2 (ωB97M-V/def2-TZVPD).

Its multiplicity is 1. The HOMO-LUMO gap is 0.308 hartree. The value obtained for the HOMO energy is -8.318 eV.

CARTESIAN COORDINATES (ANGSTROEM)
C: -3.83 -0.02 -0.07
C: -1.26 0.58 0.26
C: -0.57 1.79 -0.01
C: 0.88 1.79 0.03
C: 2.05 2.74 0.11
C: 1.41 0.42 -0.03
C: 0.81 -0.76 -0.08
C: 1.64 -2.06 -0.34
C: -0.66 -0.59 -0.15
H: -4.63 0.80 0.37
H: -3.40 -0.33 -1.70
H: -4.20 -1.41 0.53
H: -1.11 2.69 -0.11
H: 2.50 2.98 1.18
H: 1.43 3.81 0.02
H: 2.65 2.58 -0.99
H: 2.49 0.36 -0.37
H: 2.74 -1.70 -0.40
H: 1.27 -2.77 -1.24
H: 2.79 -2.81 1.14
H: 0.53 -1.99 1.66
H: -0.80 -2.11 -1.05
N: 1.38 -2.82 0.86
O: -2.65 0.62 0.70
O: -1.45 -1.80 -0.33

These are the Löwdin partial charges, in e, on atoms 1 to 4: C -0.103; C -0.212; C 0.048; C -0.257


three) Entry from OMol25: 2 unconnected molecules or ions with the total composition C9H13NO2 (ωB97M-V/def2-TZVPD).

Its multiplicity is 1. The HOMO-LUMO gap is 0.331 hartree. The SMILES is Cc1ccc(O)cc1.CC(N)=O. The value obtained for the HOMO energy is -8.260 eV.

CARTESIAN COORDINATES (ANGSTROEM)
C: -3.19 0.02 1.59
C: -2.06 0.48 0.70
C: -2.39 0.95 -0.64
C: -1.45 1.62 -1.39
C: -0.15 1.80 -0.84
O: 0.72 2.16 -1.84
C: 0.14 1.48 0.45
C: -0.84 0.85 1.23
H: -3.74 0.86 2.00
H: -2.79 -0.49 2.46
H: -3.73 -0.69 0.95
H: -3.44 0.96 -0.91
H: -1.66 1.87 -2.44
H: 1.62 1.90 -1.59
H: 1.16 1.73 0.66
H: -0.58 0.68 2.26
C: 1.45 -3.00 1.08
C: 2.15 -2.02 0.24
N: 2.04 -2.01 -1.18
O: 2.93 -1.14 0.56
H: 0.35 -2.97 1.05
H: 1.49 -2.78 2.17
H: 1.71 -3.99 0.85
H: 2.67 -1.40 -1.66
H: 1.59 -2.58 -1.86

These are the Löwdin partial charges, in e, on atoms 1 to 4: C -0.068; C -0.278; C -0.034; C -0.016


According to the calculations, the structures order from most to least stable as three), one), two).


one) Entry from OMol25: a molecular structure, C33H36F6Ge2N5O7S2SiTi (ωB97M-V/def2-TZVPD).

The charge is -2. The expectation value of S² is 3.773. Its multiplicity is 4. The HOMO-LUMO gap (alpha / beta) is 0.164 / 0.293 hartree. The value obtained for the HOMO energy (alpha / beta) is -0.283 / -3.815 eV.

CARTESIAN COORDINATES (ANGSTROEM)
Ti: 0.31 1.28 0.99
O: 1.30 3.46 4.32
C: 1.20 2.55 3.50
N: 1.31 2.69 2.09
C: 2.21 3.50 1.49
O: 2.78 4.50 1.89
C: 2.62 2.91 0.14
C: 3.48 3.60 -0.69
C: 3.92 2.99 -1.85
C: 3.51 1.70 -2.13
C: 2.64 1.08 -1.25
N: 2.18 1.67 -0.14
C: 1.04 1.15 3.80
C: 0.97 0.65 5.12
C: 0.98 -0.70 5.34
C: 1.05 -1.58 4.22
C: 1.06 -1.04 2.96
N: 1.07 0.28 2.71
H: 3.77 4.60 -0.39
H: 4.58 3.52 -2.53
H: 3.83 1.17 -3.02
H: 2.28 0.08 -1.44
H: 0.92 1.37 5.92
H: 0.93 -1.10 6.35
H: 1.05 -2.66 4.33
H: 1.05 -1.67 2.08
F: -4.37 3.03 2.38
C: -3.74 3.78 1.47
F: -4.31 4.99 1.48
F: -3.93 3.24 0.27
S: -1.95 3.91 1.89
O: -1.48 2.56 1.64
O: -1.95 4.41 3.22
N: -1.42 4.97 0.88
S: -0.91 4.65 -0.58
O: -1.90 4.83 -1.60
O: -0.03 3.51 -0.66
C: 0.20 6.10 -0.79
F: 1.11 6.20 0.17
F: -0.50 7.24 -0.84
F: 0.85 5.97 -1.96
C: -3.94 -0.08 1.01
Si: -2.38 -0.62 1.92
C: -2.47 -0.05 3.70
C: -2.35 -2.51 1.93
O: -1.06 -0.05 1.16
H: -4.75 -0.79 1.17
H: -3.74 -0.02 -0.06
H: -4.27 0.91 1.34
H: -3.38 -0.44 4.17
H: -2.47 1.04 3.79
H: -1.61 -0.43 4.26
H: -3.29 -2.94 1.59
H: -2.13 -2.89 2.93
H: -1.56 -2.87 1.26
C: 1.17 -4.28 1.21
Ge: 1.62 -3.36 -0.50
C: 2.13 -4.96 -1.59
C: 3.35 -2.45 -0.16
Ge: 0.05 -1.30 -1.36
C: -1.63 -2.29 -1.76
C: -2.64 -1.73 -2.55
C: -3.79 -2.45 -2.86
C: -3.96 -3.74 -2.38
C: -2.98 -4.31 -1.59
C: -1.83 -3.58 -1.29
C: 0.87 -1.05 -3.20
C: 1.93 -1.85 -3.62
C: 2.57 -1.65 -4.84
C: 2.16 -0.63 -5.69
C: 1.11 0.18 -5.29
C: 0.48 -0.02 -4.07
H: 2.10 -4.59 1.68
H: 0.58 -5.17 0.99
H: 0.61 -3.67 1.92
H: 2.87 -5.54 -1.03
H: 2.55 -4.71 -2.56
H: 1.26 -5.60 -1.75
H: 3.97 -3.07 0.50
H: 3.20 -1.49 0.33
H: 3.89 -2.29 -1.09
H: -2.54 -0.72 -2.92
H: -4.56 -1.99 -3.48
H: -4.87 -4.30 -2.62
H: -3.10 -5.31 -1.20
H: -1.08 -4.05 -0.66
H: 2.28 -2.65 -2.99
H: 3.39 -2.30 -5.13
H: 2.65 -0.47 -6.64
H: 0.77 0.99 -5.93
H: -0.32 0.65 -3.78
N: -1.63 1.50 -1.58
C: -0.92 0.60 -1.48

These are the Löwdin partial charges, in e, on atoms 1 to 4: Ti 1.023; O 0.044; C -0.448; N -0.011


two) Entry from OMol25: a molecular structure, C33H36F6Ge2N5O7S2SiTi (ωB97M-V/def2-TZVPD).

The charge is -2. The expectation value of S² is 3.771. Its multiplicity is 4. The HOMO-LUMO gap (alpha / beta) is 0.155 / 0.265 hartree. The value obtained for the HOMO energy (alpha / beta) is 0.085 / -3.397 eV.

CARTESIAN COORDINATES (ANGSTROEM)
Ti: 1.51 0.93 -0.52
O: 4.12 -0.63 -3.39
C: 3.55 -0.40 -2.33
N: 3.08 0.88 -1.91
C: 3.66 2.01 -2.35
O: 4.60 2.19 -3.12
C: 3.10 3.23 -1.64
C: 3.52 4.51 -1.97
C: 3.04 5.57 -1.22
C: 2.19 5.31 -0.14
C: 1.83 4.00 0.12
N: 2.26 2.99 -0.63
C: 3.28 -1.38 -1.31
C: 3.82 -2.68 -1.38
C: 3.79 -3.49 -0.28
C: 3.22 -2.98 0.92
C: 2.63 -1.75 0.89
N: 2.57 -0.96 -0.20
H: 4.21 4.62 -2.79
H: 3.33 6.58 -1.45
H: 1.82 6.11 0.48
H: 1.18 3.73 0.94
H: 4.28 -2.98 -2.31
H: 4.20 -4.49 -0.32
H: 3.20 -3.56 1.83
H: 2.16 -1.35 1.78
F: 1.01 3.59 -5.17
C: 1.11 2.26 -5.27
F: 2.37 1.92 -5.10
F: 0.72 1.90 -6.50
S: 0.01 1.51 -3.99
O: 0.47 2.04 -2.73
O: -1.32 1.86 -4.42
N: 0.38 0.00 -4.25
S: 0.16 -1.12 -3.18
O: 0.90 -2.29 -3.50
O: 0.18 -0.63 -1.81
C: -1.59 -1.66 -3.41
F: -1.84 -1.92 -4.69
F: -2.46 -0.74 -3.00
F: -1.81 -2.78 -2.71
C: -2.95 1.71 -1.14
Si: -1.59 2.53 -0.15
C: -2.32 3.00 1.54
C: -1.26 4.18 -1.01
O: -0.28 1.60 0.07
H: -3.85 2.34 -1.08
H: -3.21 0.72 -0.75
H: -2.68 1.61 -2.19
H: -3.40 2.82 1.57
H: -2.15 4.06 1.76
H: -1.87 2.42 2.34
H: -2.21 4.59 -1.36
H: -0.60 4.08 -1.87
H: -0.82 4.92 -0.33
C: -0.45 1.10 4.34
Ge: -0.39 -0.80 3.85
C: -1.76 -1.69 4.98
C: 1.34 -1.53 4.43
Ge: -0.80 -1.25 1.48
C: -2.74 -1.11 1.18
C: -3.36 -1.87 0.18
C: -4.71 -1.74 -0.08
C: -5.48 -0.84 0.66
C: -4.88 -0.08 1.65
C: -3.52 -0.22 1.91
C: -0.43 -3.17 1.11
C: -0.73 -4.14 2.07
C: -0.50 -5.48 1.83
C: 0.04 -5.89 0.62
C: 0.34 -4.94 -0.35
C: 0.12 -3.59 -0.09
H: 0.21 1.25 5.20
H: -1.46 1.40 4.61
H: -0.08 1.71 3.53
H: -1.67 -1.30 6.00
H: -1.63 -2.77 5.00
H: -2.77 -1.48 4.62
H: 1.37 -1.52 5.52
H: 2.14 -0.90 4.05
H: 1.48 -2.56 4.09
H: -2.77 -2.57 -0.40
H: -5.17 -2.32 -0.87
H: -6.54 -0.73 0.44
H: -5.47 0.63 2.22
H: -3.07 0.40 2.67
H: -1.16 -3.84 3.03
H: -0.73 -6.22 2.60
H: 0.22 -6.94 0.43
H: 0.78 -5.24 -1.29
H: 0.41 -2.87 -0.84
N: 2.48 1.39 2.66
C: 2.14 1.21 1.57

These are the Löwdin partial charges, in e, on atoms 1 to 4: Ti 0.896; O 0.033; C -0.463; N 0.023


According to the calculations, the structures order from most to least stable as two), one).


one) Entry from OMol25: a molecular structure, C3H5BeO3 (ωB97M-V/def2-TZVPD).

The charge is +2. The expectation value of S² is 0.757. Its multiplicity is 2. The HOMO-LUMO gap (alpha / beta) is 0.389 / 0.353 hartree. The value obtained for the HOMO energy (alpha / beta) is -20.472 / -22.041 eV.

CARTESIAN COORDINATES (ANGSTROEM)
H: -1.31 3.48 -0.72
O: -0.74 2.30 0.82
C: -0.92 3.39 0.31
H: -0.64 4.30 0.86
O: -1.03 0.21 -0.30
Be: -1.20 1.00 0.58
O: -1.03 -0.89 0.53
C: -1.35 -2.03 -0.05
C: -1.35 -3.15 0.73
H: -1.53 -1.99 -1.12
H: -1.51 -4.12 0.26
H: -1.03 -3.10 1.77

These are the Löwdin partial charges, in e, on atoms 1 to 4: H 0.159; O 0.100; C 0.234; H 0.162


two) Entry from OMol25: a molecular structure, C3H5BeO3 (ωB97M-V/def2-TZVPD).

The charge is +2. The expectation value of S² is 0.757. Its multiplicity is 2. The HOMO-LUMO gap (alpha / beta) is 0.368 / 0.271 hartree. The value obtained for the HOMO energy (alpha / beta) is -21.244 / -21.060 eV.

CARTESIAN COORDINATES (ANGSTROEM)
H: -1.28 -0.09 1.38
C: -1.53 -0.31 0.33
C: -0.31 -0.83 -0.48
O: 0.98 -0.49 -0.02
C: 1.42 0.72 0.12
O: 2.68 0.70 0.32
H: -2.28 -1.11 0.32
H: -1.22 -1.06 -1.27
H: 3.09 1.58 0.23
Be: 0.02 1.89 -0.08
O: -1.31 0.93 -0.47
H: -0.25 -1.93 -0.39

These are the Löwdin partial charges, in e, on atoms 1 to 4: H 0.150; C -0.050; C -0.118; O 0.118


According to the calculations, the structures order from most to least stable as one), two).